1:
A cluster of 2 separate species, C5H15NOS in total, computed with ωB97M-V/def2-TZVPD.

```
! RIJCOSX wB97M-V def2-TZVPD def2/J DEFGRID3
* xyz 0 1
C 0.32259 -2.13454 -0.22037
N 0.11877 -0.73796 0.22413
C 1.39403 -0.10784 0.59253
C -0.82189 -0.71973 1.31275
C -1.39779 0.68279 1.63831
C -1.32467 1.77485 0.56323
S -2.11103 1.19571 -1.01384
H 1.19542 -2.22240 -0.85612
H -0.60459 -2.42008 -0.71065
H 0.45602 -2.78197 0.65661
H 1.40126 0.91694 0.21228
H 2.22862 -0.61100 0.10687
H 1.57529 -0.08126 1.67234
H -0.47146 -1.18726 2.24563
H -1.68813 -1.36184 1.10638
H -0.71283 1.09287 2.39688
H -2.41376 0.60093 2.01077
H -0.29954 2.07774 0.37547
H -1.86865 2.67333 0.84109
H -1.03851 0.92359 -1.74344
O 2.40065 0.69541 -3.85957
H 1.80824 0.51094 -3.10006
H 1.85197 1.22077 -4.45121
*
```

## Properties
- E_LUMO: 0.532 eV
- Kohn-Sham gap: 8.957 eV
- SMILES string: CN(C)CCCS.O

***

2:
A cluster of 2 separate species, C5H15NOS in total, computed with ωB97M-V/def2-TZVPD.

```
! RIJCOSX wB97M-V def2-TZVPD def2/J DEFGRID3
* xyz 0 1
C 0.53465 -2.13928 1.45746
N -0.06288 -1.06961 0.66838
C 0.81919 -0.34377 -0.20366
C 1.94299 0.41857 0.49113
C -0.00830 0.65194 -1.05420
C -1.22964 -0.05191 -1.65820
S -1.78682 0.72433 -3.21631
H 1.09637 -2.79324 0.79030
H -0.25072 -2.66991 1.99316
H 1.22244 -1.77890 2.23767
H -0.71547 -0.55874 1.24441
H 1.16549 -1.04503 -0.96601
H 2.45449 -0.16997 1.25764
H 1.50591 1.23943 1.06224
H 2.75590 0.66128 -0.19342
H 0.60932 1.13073 -1.81166
H -0.36756 1.43417 -0.38562
H -2.03245 -0.13037 -0.93435
H -0.92893 -1.05937 -1.93033
H -1.58464 1.98646 -2.81438
O -1.91234 1.61977 1.55036
H -0.96934 1.57792 1.36925
H -2.25767 2.36550 1.04616
*
```

## Properties
- E_LUMO: 0.662 eV
- Kohn-Sham gap: 9.339 eV
- SMILES string: CN[C@H](C)CCS.O

***

Most stable structure, least stable structure: 2, 1.

***

1:
A cluster of 2 separate species, C5H15NOS in total, computed with ωB97M-V/def2-TZVPD.

```
! RIJCOSX wB97M-V def2-TZVPD def2/J DEFGRID3
* xyz 0 1
C -1.04751 0.86986 -2.27523
C -1.85941 0.38336 -1.05381
N -1.15625 0.21046 0.20488
C -0.01876 -0.74050 0.15925
C 1.34196 -0.20029 -0.34398
C 2.48579 -0.63648 0.58186
S 2.57595 0.41959 2.06983
H -0.06234 1.24482 -2.02286
H -0.86686 0.07182 -2.99686
H -1.67626 1.55881 -2.83614
H -2.43231 -0.52539 -1.25257
H -2.62364 1.13838 -0.88076
H -0.78156 1.09148 0.53437
H -0.35634 -1.52808 -0.50456
H 0.12430 -1.10549 1.16084
H 1.52673 -0.58449 -1.35363
H 1.34367 0.87433 -0.44194
H 2.34509 -1.65224 0.92758
H 3.42250 -0.54348 0.03272
H 2.26888 1.56542 1.45361
O -1.49714 -0.94945 3.21731
H -2.19955 -0.70946 2.58771
H -0.85693 -0.25296 3.03238
*
```

## Properties
- E_LUMO: 0.767 eV
- Kohn-Sham gap: 9.738 eV
- SMILES string: CCNCCCS.O

***

2:
A cluster of 2 separate species, C5H15NOS in total, computed with ωB97M-V/def2-TZVPD.

```
! RIJCOSX wB97M-V def2-TZVPD def2/J DEFGRID3
* xyz 0 1
C -0.14395 3.43789 0.53833
N -1.02150 2.30681 0.66315
C -0.61027 1.10704 -0.31412
C -1.15140 1.27195 -1.86238
C -1.15299 -0.21762 0.26029
C -0.19960 -1.39518 -0.01555
S -0.27560 -3.01850 0.86013
H -0.54686 4.50948 0.93803
H -0.04749 3.83932 -0.52230
H 0.90593 3.11194 0.86772
H -1.94476 2.56783 0.32785
H 0.44183 0.95319 -0.42347
H -1.25427 2.37170 -2.08490
H -2.05918 0.81356 -2.25337
H -0.37018 1.04076 -2.57354
H -2.20817 -0.11115 -0.07364
H -1.46205 -0.12541 1.31336
H 0.75703 -1.06641 0.07289
H -0.42103 -1.69817 -0.96769
H 0.90442 -3.53359 0.93166
O 4.04346 -5.45232 1.20043
H 4.64726 -5.13564 1.79470
H 3.16938 -5.57747 1.32242
*
```

## Properties
- E_LUMO: 0.640 eV
- Kohn-Sham gap: 9.618 eV
- SMILES string: CN[C@H](C)CCS.O

***

Most stable structure, least stable structure: 1, 2.

***

1:
A cluster of 2 separate species, C5H15NOS in total, computed with ωB97M-V/def2-TZVPD.

```
! RIJCOSX wB97M-V def2-TZVPD def2/J DEFGRID3
* xyz 0 1
C -3.21276 -0.68191 -0.93967
C -2.93474 -0.17499 0.49471
C -1.70418 -0.79926 1.15588
N -0.62186 0.15126 1.33611
C 0.76164 -0.33690 1.07118
C 1.55696 0.34712 -0.01833
S 2.06941 2.04282 0.13302
H -3.99000 -1.44032 -1.00214
H -3.54852 0.14232 -1.57489
H -2.29419 -1.00827 -1.44171
H -2.92151 0.91067 0.43501
H -3.74719 -0.54696 1.12404
H -1.46761 -1.73281 0.61784
H -1.98182 -1.15951 2.15620
H -0.67528 0.97242 0.74639
H 0.70694 -1.39740 0.78235
H 1.19822 -0.39912 2.08078
H 2.52648 -0.13571 -0.14873
H 0.95070 0.06144 -0.88471
H 1.00544 2.75701 -0.28206
O 1.81663 -2.15598 -2.52605
H 1.95950 -2.00223 -1.57703
H 1.17202 -1.58964 -2.94951
*
```

## Properties
- E_LUMO: 0.552 eV
- Kohn-Sham gap: 9.392 eV
- SMILES string: CCCNCCS.O

***

2:
A cluster of 2 separate species, C5H15NOS in total, computed with ωB97M-V/def2-TZVPD.

```
! RIJCOSX wB97M-V def2-TZVPD def2/J DEFGRID3
* xyz 0 1
C 2.65690 1.44854 -1.34399
C 2.49565 0.66205 0.04859
C 2.44411 -0.80986 -0.12772
O 1.32189 -1.22715 -0.88892
H 2.56351 2.52191 -1.16545
H 1.80120 1.18665 -1.97731
H 3.59690 1.22787 -1.86894
H 3.32111 0.95548 0.73699
H 1.57082 0.98462 0.58092
H 3.34017 -1.16472 -0.63777
H 2.42523 -1.34264 0.85621
H 0.55321 -1.06226 -0.26011
N -0.97729 -1.19458 0.78904
C -1.93088 -0.48266 -0.03426
C -3.20970 -0.08928 0.73880
S -4.39449 0.93228 -0.27078
H -1.34173 -2.04749 1.07009
H -0.76879 -0.65066 1.64167
H -1.38156 0.38260 -0.43702
H -2.24931 -1.10969 -0.88565
H -2.95091 0.54831 1.59622
H -3.71763 -1.00203 1.08562
H -5.16842 1.33272 0.75375
*
```

## Properties
- E_LUMO: 0.684 eV
- Kohn-Sham gap: 10.007 eV
- SMILES string: CCCO.NCCS

***

Most stable structure, least stable structure: 2, 1.

***

1:
A cluster of 2 separate species, CH4N2O2S in total, computed with ωB97M-V/def2-TZVPD.

```
! RIJCOSX wB97M-V def2-TZVPD def2/J DEFGRID3
* xyz 0 1
C 0.14752 -0.34219 -0.22625
N 1.52811 -1.85254 0.87320
N 1.07203 0.33337 -0.95228
O 2.06006 -2.86908 0.64073
O 0.49389 -1.68242 -0.05495
S -1.60736 -0.23845 -0.64996
H -0.04075 0.13515 1.23787
H 2.04992 0.36497 -0.48971
H 0.67514 1.26331 -1.21114
H -1.37707 -0.34910 -2.04206
*
```

## Properties
- E_LUMO: -0.037 eV
- Kohn-Sham gap: 9.535 eV

***

2:
An isolated molecule of CH4N2O2S, computed with ωB97M-V/def2-TZVPD.

```
! RIJCOSX wB97M-V def2-TZVPD def2/J DEFGRID3
* xyz 0 1
O 0.06988 -2.16275 -0.46762
N -0.22526 -0.82993 -0.71911
C 0.05532 0.14466 0.13146
S 0.68064 0.00110 1.62581
N -0.39955 1.40003 -0.28076
O -0.69644 1.44733 -1.63438
H 0.08549 -2.10348 0.49383
H -0.65408 -0.66085 -1.61390
H 0.39676 2.02557 -0.19592
H -1.66423 1.58579 -1.67062
*
```

## Properties
- E_LUMO: 0.484 eV
- Kohn-Sham gap: 9.385 eV
- SMILES string: ONC(=S)NO

***

3:
An isolated molecule of CH4N2O2S, computed with ωB97M-V/def2-TZVPD.

```
! RIJCOSX wB97M-V def2-TZVPD def2/J DEFGRID3
* xyz 0 1
O 0.89866 -1.98654 -0.71051
N -2.02163 0.15814 -0.23217
O 1.41271 -0.97005 1.29862
C -0.75526 -0.05796 -0.05955
N -0.11067 1.10106 -0.36943
S 0.13826 -1.60174 0.48915
H -2.18741 1.11098 -0.62842
H 2.07141 -0.77603 0.66002
H 0.94699 0.99593 -0.35867
H -0.39305 2.02622 -0.08904
*
```

## Properties
- E_LUMO: 0.312 eV
- Kohn-Sham gap: 9.970 eV

***

Most stable structure, least stable structure: 3, 1.

***

1:
A cluster of 2 separate species, C2H6N3O in total, computed with ωB97M-V/def2-TZVPD.

```
! RIJCOSX wB97M-V def2-TZVPD def2/J DEFGRID3
* xyz 1 1
C -1.29279 -0.54153 0.45205
C 0.33762 0.22356 -0.80274
N -1.39653 0.73589 0.48227
N -0.33620 -0.94131 -0.39544
N 1.85711 0.35421 0.58032
O -0.47017 1.33063 -0.34537
H -1.87526 -1.26990 1.04477
H 0.72371 0.36537 -1.86979
H -2.20216 0.94759 0.99109
H 0.05148 -1.88577 -0.60205
H 2.33528 -0.48017 0.14072
H 2.26790 1.16143 0.32417
*
```

## Properties
- E_LUMO (spin up / spin down): -4.332 / -4.332 eV
- Kohn-Sham gap (spin up / spin down): 9.334 / 9.333 eV

***

2:
A cluster of 2 separate species, C2H6N3O in total, computed with ωB97M-V/def2-TZVPD.

```
! RIJCOSX wB97M-V def2-TZVPD def2/J DEFGRID3
* xyz 1 1
C 2.38926 -0.02881 -0.19874
C 0.98772 0.11645 -0.01191
N -3.69303 -0.49264 0.38633
N -1.67095 0.44374 -0.13545
N -2.68295 -0.06341 0.00056
O 0.52645 0.97083 0.78214
H 3.17877 0.62797 0.32238
H 2.57665 0.03913 -1.26281
H 2.90442 -1.01348 -0.28684
H 0.22349 -0.54400 -0.49422
H -4.21838 -1.27283 0.10177
H -0.52144 1.21706 0.79679
*
```

## Properties
- E_LUMO: -5.087 eV
- Kohn-Sham gap: 9.739 eV

***

Most stable structure, least stable structure: 2, 1.

***

1:
The ion C5H10NO2 with charge -1, computed with ωB97M-V/def2-TZVPD.

```
! RIJCOSX wB97M-V def2-TZVPD def2/J DEFGRID3
* xyz -1 1
H -0.82776 -0.78218 -2.70470
N -0.64734 -0.48966 -1.73486
C -0.49012 0.81670 -1.58948
O -1.00489 1.67513 -2.48091
C -0.06714 1.53953 -0.34277
C 0.87118 0.99055 0.70153
C 0.80540 -0.62926 0.97695
C -0.55004 -1.29935 1.20839
O -0.57658 -2.38752 0.13600
H 0.49321 2.36528 -0.72062
H -1.03575 1.93551 0.23169
H 0.69136 1.53456 1.55879
H 1.90091 1.18708 0.36255
H 1.46601 -1.12523 0.17277
H 1.27034 -0.77785 1.84509
H -0.49118 -1.80969 2.08276
H -1.51516 -0.73650 0.99777
H -0.29246 -2.00709 -0.70094
*
```

## Properties
- E_LUMO: 3.998 eV
- Kohn-Sham gap: 7.375 eV
- SMILES string: [H]/N=C(\[O-])CCCCO

***

2:
The ion C5H10NO2 with charge -1, computed with ωB97M-V/def2-TZVPD.

```
! RIJCOSX wB97M-V def2-TZVPD def2/J DEFGRID3
* xyz -1 1
C -2.60825 -0.55270 1.29739
C -1.10985 -0.16945 1.26398
O -0.42995 -0.25402 2.30761
N -0.76810 0.05799 -0.00635
C 0.54641 0.50731 -0.47711
C 1.68955 0.70181 0.58963
C 1.02280 -0.48137 -1.52196
O 1.53656 0.07994 -2.72815
H -3.17457 -0.35288 2.21117
H -2.67982 -1.61548 1.06000
H -3.12033 0.04330 0.54012
H 0.38416 1.48492 -0.94978
H 1.54832 1.69089 1.01610
H 2.64498 0.68453 0.04977
H 1.70648 -0.08794 1.31994
H 1.69773 -1.28304 -1.19060
H 0.20935 -1.20324 -1.76008
H 0.90453 0.74944 -3.02167
*
```

## Properties
- E_LUMO: 3.827 eV
- Kohn-Sham gap: 7.046 eV
- SMILES string: C/C([O-])=N/[C@@H](C)CO

***

3:
The ion C5H10NO2 with charge -1, computed with ωB97M-V/def2-TZVPD.

```
! RIJCOSX wB97M-V def2-TZVPD def2/J DEFGRID3
* xyz -1 1
C -1.93196 1.48255 0.35545
C -1.38999 0.08120 0.16322
C -2.53294 -0.97765 0.51981
C -0.12644 -0.22378 0.99109
N 1.11268 0.37802 0.44556
C 1.75193 -0.19210 -0.67319
O 1.29076 -1.16787 -1.27515
O 2.71555 0.52272 -0.89783
H -1.98349 1.70946 1.47688
H -2.88442 1.54316 -0.11983
H -1.38256 2.23254 -0.31294
H -1.16245 -0.14136 -0.84740
H -3.48290 -0.67557 0.07211
H -2.45263 -0.89356 1.72437
H -2.12758 -1.98592 0.23885
H -0.14870 -1.28689 0.95647
H -0.26296 -0.18213 2.10449
H 1.42489 1.17399 0.83361
*
```

## Properties
- E_LUMO: 3.671 eV
- Kohn-Sham gap: 7.509 eV
- SMILES string: CC(C)CNC(=O)[O-]

***

4:
The ion C5H10NO2 with charge -1, computed with ωB97M-V/def2-TZVPD.

```
! RIJCOSX wB97M-V def2-TZVPD def2/J DEFGRID3
* xyz -1 1
C 1.89716 2.54385 -0.93764
C 0.69519 2.48877 -0.01449
C 0.70840 0.90055 0.39641
N -0.66537 0.46092 0.69559
C -0.78840 -0.96729 1.11499
C -0.77868 -1.84014 -0.13947
O -1.34542 -1.44917 -1.10850
O -0.25349 -2.89966 0.07924
H 2.80723 2.44604 -0.34443
H 1.94734 1.77115 -1.56648
H 2.04369 3.54481 -1.62742
H -0.15468 2.79639 -0.66425
H 0.55606 3.20061 0.78690
H 1.43938 0.81890 1.19624
H 1.16432 0.16923 -0.29955
H -1.17551 0.50514 -0.16044
H -1.61486 -1.17893 1.80424
H 0.03392 -1.26363 1.72134
*
```

## Properties
- E_LUMO: 3.668 eV
- Kohn-Sham gap: 7.150 eV
- SMILES string: CCCNCC(=O)[O-]

***

Most stable structure, least stable structure: 3, 1.